[1]
Computed, not measured: 2 unconnected molecules or ions with the total composition C6H15NO at a distorted geometry, with ωB97M-V with the def2-TZVPD basis set.

Last column: Mulliken spin population.
Positions of all 23 atoms, in Å:
C -1.42438 -0.81564 -2.27174  0.00
C -0.03368 -0.15240 -2.38082  0.00
C 1.15660 -0.92473 -1.65084  0.02
C 1.61906 -0.23505 -0.25262  0.01
N 0.02910 -0.15955 3.17715  0.36
C 0.74800 0.23479 2.01255  0.21
C 0.69345 -0.53628 0.88235  0.30
H -1.82673 -0.83548 -1.25080  0.00
H -2.08373 -0.30070 -2.96806  0.00
H -1.27973 -1.84398 -2.40387  0.00
H 0.33934 0.04777 -3.36529  0.00
H -0.09044 0.79209 -1.88725  0.00
H 1.97802 -0.92930 -2.35262  0.00
H 0.83097 -1.93887 -1.21632  0.00
H 2.61239 -0.57775 -0.02046  0.06
H 1.60856 0.80867 -0.51487  0.03
H -0.81264 -0.67224 3.24713  -0.01
H -0.00414 0.62408 3.80588  -0.01
H 1.68408 0.73406 2.16093  0.01
H -0.02311 -1.30311 0.69705  0.02
H -2.20610 2.15038 -0.31868  0.00
H -2.07361 1.35400 1.02093  0.00
O -1.91601 2.19559 0.59514  0.00

Force components x, y, z for each atom (eV/Å):
1.13 1.17 0.39
0.75 -1.05 2.02
-1.53 -0.28 2.45
-1.68 -0.84 -2.23
2.35 3.44 -2.55
-1.41 -3.58 3.22
0.74 0.89 -2.08
0.00 0.79 -0.03
-0.34 -0.55 0.12
-0.25 -1.62 -1.20
-0.44 -0.12 -0.77
-0.05 1.05 0.19
0.38 -0.59 0.28
0.58 0.89 -1.70
0.67 -0.01 0.29
0.43 0.84 0.65
-0.89 -1.05 -0.78
0.35 -0.01 0.99
-0.18 1.28 0.40
-0.62 -0.57 0.34
-0.18 -0.24 -0.02
-0.40 -0.20 -0.27
0.59 0.36 0.27

ΔE to the lowest compared entry with this formula, charge and spin ... 43.3 kcal/mol
Total energy ... -367.2493 a.u.
HOMO (alpha / beta) ... -14.6 / -14.7 eV
Expectation value of S² ... 0.76
HOMO-LUMO gap (alpha / beta) ... 0.3827 / 0.2636 hartree
Molecular weight ... 117.2 g mol⁻¹
2S+1 ... 2
Net charge ... +1

[2]
Computed, not measured: 2 unconnected molecules or ions with the total composition C6H15NO2 at a distorted geometry, with ωB97M-V with the def2-TZVPD basis set.

Last column: natural (NBO) charge in e.
Positions of all 24 atoms, in Å:
C -0.44536 1.85115 0.23185  -0.44
C 0.52560 0.96017 0.44220  -0.17
C 0.73204 0.19703 1.73023  0.05
C 1.95412 0.75932 2.46662  -0.62
O -0.41237 0.17961 2.55868  -0.71
H -0.47106 2.45847 -0.65679  0.20
H -1.31348 1.90858 0.87451  0.19
H 1.35092 0.88192 -0.24808  0.21
H 0.91990 -0.85170 1.49500  0.19
H 1.80470 1.81830 2.69884  0.20
H 2.10264 0.21814 3.39420  0.22
H 2.85175 0.66860 1.85971  0.21
H -0.59081 1.08147 2.84775  0.46
C -1.08232 -1.53988 -0.55641  -0.46
N -0.27236 -1.08735 -1.85257  -0.17
C -0.99358 -0.12228 -2.64811  -0.44
O -0.07898 -2.26202 -2.64857  -0.60
H -2.03347 -1.90734 -0.95158  0.18
H -0.48822 -2.35225 -0.14615  0.20
H -1.40576 -0.84487 0.21385  0.23
H -1.85578 -0.54490 -3.18014  0.18
H -1.36317 0.67875 -2.00027  0.21
H -0.29630 0.31866 -3.35974  0.20
H 0.86134 -2.46756 -2.56503  0.47

Force components x, y, z for each atom (eV/Å):
0.25 -0.79 0.01
-0.08 0.99 0.60
0.05 0.06 -0.29
-0.27 0.04 -0.10
-0.13 0.04 0.10
0.06 0.09 -0.16
0.04 0.11 0.20
0.08 -0.03 -0.26
0.01 -0.07 -0.03
-0.01 -0.07 -0.05
0.04 -0.12 0.15
0.08 0.01 -0.07
0.01 0.01 0.01
0.16 -0.57 -2.77
-0.44 0.00 2.76
-0.18 0.09 -0.04
-0.38 0.15 0.20
0.02 -0.55 0.04
-0.18 0.02 0.12
0.91 0.71 -0.34
0.07 -0.11 0.00
0.17 -0.23 0.01
-0.12 -0.01 -0.19
-0.17 0.22 0.09

ΔE to the lowest compared entry with this formula, charge and spin ... 97.3 kcal/mol
Total energy ... -442.7262 a.u.
HOMO ... -8.7 eV
HOMO-LUMO gap ... 0.3531 hartree
Molecular weight ... 133.2 g mol⁻¹
2S+1 ... 1

[3]
Computed, not measured: 2 unconnected molecules or ions with the total composition C6H15NO2 at a distorted geometry, with ωB97M-V with the def2-TZVPD basis set.

Last column: natural (NBO) charge in e.
Positions of all 24 atoms, in Å:
C -0.61143 2.08939 0.16185  -0.44
N -1.05680 0.95419 -0.64881  -0.48
C -2.37191 1.22155 -1.23524  -0.41
C -0.09303 0.41753 -1.60562  0.58
O 1.08615 0.66848 -1.71839  -0.59
H -1.31745 2.23148 0.98173  0.21
H -0.50148 3.02548 -0.38824  0.19
H 0.36628 1.83910 0.56255  0.25
H -2.37986 2.16624 -1.78896  0.18
H -3.13148 1.31111 -0.45717  0.21
H -2.65000 0.45107 -1.95279  0.21
H -0.60486 -0.20110 -2.35931  0.13
C 1.51144 -2.15557 -0.06074  -0.65
C 0.89463 -0.96784 0.66732  0.05
C 0.55034 -1.35707 2.10743  -0.62
O 1.86343 0.06648 0.80212  -0.76
H 0.92164 -3.06953 0.02251  0.21
H 1.66257 -1.95586 -1.12167  0.21
H 2.49962 -2.38690 0.34643  0.22
H -0.24005 -0.37034 0.31404  0.21
H -0.00208 -2.29338 2.18248  0.20
H 0.07163 -0.53604 2.64128  0.21
H 1.48654 -1.54202 2.64277  0.21
H 2.04616 0.39355 -0.09556  0.49

Force components x, y, z for each atom (eV/Å):
0.54 -0.50 0.31
0.96 0.71 -2.25
0.01 0.00 -0.29
-1.34 1.65 0.01
-0.89 -0.04 0.52
0.06 -0.01 -0.05
-0.22 -0.03 -0.29
0.02 0.04 0.25
0.10 0.10 0.02
0.11 -0.25 0.02
-0.06 -0.20 0.19
-0.05 -0.29 0.28
-0.39 0.00 -0.62
-2.76 1.35 1.13
0.88 -0.15 0.21
0.19 0.14 -0.38
-0.21 0.10 0.01
-0.03 0.05 -0.09
-0.11 0.26 0.23
3.74 -2.98 0.66
-0.38 0.21 -0.14
-0.26 -0.13 -0.09
0.11 -0.01 0.00
-0.02 -0.04 0.34

ΔE to the lowest compared entry with this formula, charge and spin ... 60.0 kcal/mol
Total energy ... -442.7856 a.u.
HOMO ... -8.8 eV
HOMO-LUMO gap ... 0.3483 hartree
Molecular weight ... 133.2 g mol⁻¹
2S+1 ... 1

[4]
Computed, not measured: 2 unconnected molecules or ions with the total composition C6H15NO3PS2 at a distorted geometry, with ωB97M-V with the def2-TZVPD basis set.

Last column: natural (NBO) charge in e.
Positions of all 28 atoms, in Å:
C -3.67795 0.17211 2.49820  -0.42
C -0.96245 0.65972 -1.83051  -0.41
C 1.67149 -3.39316 -0.16189  -0.63
C 0.77408 2.58518 1.56640  -0.68
C 0.33579 -2.56984 -0.37972  -0.06
C 1.75851 1.94473 0.59395  -0.06
N 0.04641 0.58803 -3.00254  -0.77
O -0.60064 0.05766 1.03177  -1.02
O 0.65246 -1.23263 -0.93597  -0.85
O 1.11947 1.26629 -0.58225  -0.86
P -0.02708 0.16587 -0.31680  2.34
S -4.25921 -0.10199 0.98708  0.04
S -2.30717 1.58050 -1.96385  0.35
H -4.35378 0.03177 3.33441  0.19
H -2.78274 0.70540 2.79117  0.19
H 2.29426 -3.27963 -1.00987  0.21
H 2.32100 -3.17389 0.64597  0.22
H 1.37186 -4.41895 -0.14008  0.23
H 0.87807 2.10015 2.54379  0.24
H 1.04843 3.61853 1.66072  0.23
H -0.29887 2.64340 1.40016  0.25
H -0.07068 -2.34799 0.58884  0.21
H -0.36718 -3.12402 -0.92219  0.19
H 2.24749 1.09782 1.22700  0.20
H 2.57729 2.46276 0.04360  0.23
H 0.22519 -0.38446 -3.27574  0.47
H 0.84551 1.19879 -2.63709  0.49
H -0.45959 1.14786 -3.75454  0.46

Force components x, y, z for each atom (eV/Å):
-1.49 0.47 -1.14
-1.20 1.82 0.23
-1.97 0.74 -1.23
0.49 0.84 0.48
3.07 0.84 2.45
0.84 -2.77 0.47
-1.71 2.36 0.01
0.13 0.23 -1.34
-1.10 1.41 0.24
-0.97 -0.65 0.48
1.46 -2.22 -0.02
1.00 0.16 1.50
1.91 -1.70 0.03
-0.01 -0.42 0.11
0.51 -0.25 -0.53
0.51 0.06 -1.24
-0.07 0.58 1.23
-0.06 -0.77 0.25
0.01 0.21 -0.26
0.29 0.63 0.35
0.08 -0.54 -0.83
-0.47 -0.18 0.49
-0.88 -0.35 -1.39
-0.49 1.34 -1.48
-0.91 0.38 1.05
0.59 0.31 0.14
-0.48 -1.49 -0.69
0.93 -1.04 0.63

ΔE to the lowest compared entry with this formula, charge and spin ... 0.0 kcal/mol
Total energy ... -1655.5236 a.u.
HOMO ... -11.1 eV
HOMO-LUMO gap ... 0.2040 hartree
Molecular weight ... 244.3 g mol⁻¹
2S+1 ... 1
Net charge ... +1

[5]
Computed, not measured: 4 unconnected molecules or ions with the total composition C6H15NO4 at a distorted geometry, with ωB97M-V with the def2-TZVPD basis set.

Last column: Mulliken spin population.
Positions of all 26 atoms, in Å:
O -2.22395 1.33932 -3.50096  -0.03
C -1.41136 0.59353 -3.03853  0.14
C -1.51753 -0.67821 -2.33770  -0.02
C -0.57431 -0.81907 -1.08040  0.20
C -1.31367 -0.30331 0.12446  -0.16
C -1.02053 -0.77274 1.37908  0.74
N -2.00619 -0.53608 2.42799  -0.39
C -2.21868 0.41648 3.26055  0.48
H -0.23091 0.95400 -3.13386  -0.02
H -2.58415 -0.93888 -2.26018  0.02
H -1.25835 -1.50350 -3.11004  -0.02
H 0.40780 -0.14572 -1.29366  0.24
H -0.21134 -1.82017 -0.86637  -0.07
H -2.16429 0.38409 0.06754  0.08
H -0.36803 -1.64196 1.50408  -0.15
H -3.08666 0.08566 3.86942  -0.03
H -1.65959 1.26207 3.58409  -0.26
H 1.17505 2.02496 -0.89419  0.03
H 1.31263 3.56735 -0.56120  -0.10
O 1.69846 2.71978 -0.37707  0.11
H 2.54553 -0.78854 3.00683  -0.06
H 3.59127 -1.97977 2.81099  -0.15
O 3.49111 -1.08870 2.63979  0.45
H 2.38431 -0.04190 -0.78432  0.04
H 3.96130 0.03642 -0.38853  -0.12
O 3.28209 -0.32512 -1.04780  0.05

Force components x, y, z for each atom (eV/Å):
-0.92 -0.38 0.01
3.98 2.12 -0.53
0.01 -3.16 -0.86
-0.20 2.27 -0.44
0.52 -0.85 1.38
-1.67 1.10 -0.19
1.03 0.34 -0.35
-0.90 -3.56 -0.43
-2.18 -0.81 0.24
0.19 0.29 0.97
0.28 1.38 0.83
-1.69 -1.22 0.22
-0.03 -0.05 -0.44
0.53 0.00 -0.40
-0.18 0.53 0.35
0.29 1.10 0.05
0.84 0.87 -0.43
0.91 1.48 0.98
-0.51 0.52 -0.29
-0.36 -1.95 -0.66
2.66 -1.09 -1.16
-0.03 -3.00 0.68
-2.61 4.16 0.41
0.79 0.03 0.38
-1.97 -0.63 -1.09
1.25 0.49 0.75

ΔE to the lowest compared entry with this formula, charge and spin ... 26.6 kcal/mol
Total energy ... -593.1681 a.u.
HOMO (alpha / beta) ... 0.5 / -5.1 eV
Expectation value of S² ... 0.75
HOMO-LUMO gap (alpha / beta) ... 0.1027 / 0.3040 hartree
Molecular weight ... 165.2 g mol⁻¹
2S+1 ... 2
Net charge ... -1

[6]
Computed, not measured: 2 unconnected molecules or ions with the total composition C6H15NOS, with ωB97M-V with the def2-TZVPD basis set.

Last column: natural (NBO) charge in e.
Positions of all 24 atoms, in Å:
C -1.09363 -3.66058 1.48127  -0.72
C -0.34778 -3.66612 0.16064  0.69
O 0.85513 -3.41251 0.11564  -0.64
N -1.06669 -3.98152 -0.96286  -0.44
C -2.50685 -4.13757 -1.00444  -0.41
C -0.41462 -3.93018 -2.25631  -0.42
H -0.36005 -3.42653 2.27100  0.24
H -1.54692 -4.64167 1.70173  0.23
H -1.88688 -2.89441 1.49969  0.23
H -2.98582 -3.24907 -1.44916  0.20
H -2.75842 -5.01785 -1.61962  0.20
H -2.91611 -4.28783 0.00875  0.22
H 0.67801 -3.88143 -2.11341  0.25
H -0.65311 -4.83547 -2.83955  0.19
H -0.73379 -3.04584 -2.83310  0.19
C -0.18550 0.50099 1.12136  -0.76
S -1.08456 0.37602 -0.43357  0.18
C 0.33143 0.27863 -1.54138  -0.76
H -0.92348 0.57155 1.93807  0.23
H 0.45409 1.39927 1.14656  0.21
H 0.44683 -0.38607 1.29424  0.22
H 0.96211 1.18073 -1.47032  0.21
H 0.95485 -0.60461 -1.32264  0.23
H -0.04758 0.19476 -2.57381  0.23

Force components x, y, z for each atom (eV/Å):
0.06 0.08 0.49
0.33 0.10 -0.19
-0.71 -0.09 0.01
0.21 0.08 0.13
-0.22 -0.09 0.29
0.51 -0.07 -0.24
-0.35 -0.12 -0.42
0.14 0.37 -0.11
0.28 -0.29 -0.06
0.09 -0.24 0.11
0.03 0.30 0.22
0.18 0.06 -0.60
-0.59 0.00 -0.01
0.01 0.30 0.20
0.03 -0.23 0.17
0.23 -0.01 0.51
0.11 -0.04 0.03
0.42 -0.09 -0.37
0.29 -0.01 -0.36
-0.30 -0.30 -0.05
-0.28 0.27 -0.13
-0.31 -0.29 -0.02
-0.31 0.27 -0.03
0.13 0.05 0.44

ΔE to the lowest compared entry with this formula, charge and spin ... 1.5 kcal/mol
Total energy ... -765.7931 a.u.
HOMO ... -8.5 eV
HOMO-LUMO gap ... 0.3397 hartree
Molecular weight ... 149.3 g mol⁻¹
2S+1 ... 1

[7]
Computed, not measured: C6H15NOSi in the gas phase at a distorted geometry, with ωB97M-V with the def2-TZVPD basis set.

Last column: natural (NBO) charge in e.
Positions of all 24 atoms, in Å:
C 2.82006 -0.04143 1.08139  -0.23
O 1.42277 0.03776 1.07540  -0.92
Si 0.39018 -0.12337 -0.18217  1.95
C 1.59935 0.75163 -1.92228  -0.99
C -0.39465 -1.85131 -0.29943  -0.90
C -1.89948 -1.57185 -0.29336  -0.40
C -2.16341 -0.28633 0.49020  -0.20
N -1.09024 0.64351 0.20710  -0.88
C -1.29390 1.98533 0.67525  -0.39
H 3.15791 -1.01246 0.71254  0.17
H 3.16183 0.09446 2.10844  0.18
H 3.24348 0.74261 0.44976  0.17
H 1.09464 0.57887 -2.86147  0.21
H 1.69811 1.81007 -1.73234  0.21
H 2.56046 0.26070 -1.90817  0.21
H -0.11677 -2.42784 0.58386  0.23
H -0.11895 -2.44162 -1.16813  0.24
H -2.46337 -2.39978 0.13857  0.21
H -2.23880 -1.42941 -1.32015  0.20
H -3.12513 0.15546 0.20412  0.18
H -2.20132 -0.49697 1.57112  0.16
H -1.41423 2.01465 1.76476  0.18
H -0.43498 2.59021 0.40288  0.20
H -2.19356 2.41711 0.22212  0.18

Force components x, y, z for each atom (eV/Å):
0.19 0.05 -0.12
-0.29 0.05 0.38
1.01 0.78 -2.20
-1.95 -1.38 2.44
0.33 0.23 -0.18
-0.11 0.16 0.00
-0.12 -0.08 0.13
0.24 -0.13 -0.42
-0.05 -0.03 0.02
0.14 -0.03 0.04
0.06 -0.03 -0.08
0.15 -0.02 0.05
-0.17 -0.07 -0.16
0.05 0.28 0.08
0.28 -0.10 -0.02
0.16 0.05 0.10
0.15 -0.06 -0.08
-0.04 -0.01 -0.07
-0.06 0.00 -0.02
0.00 -0.04 0.05
-0.12 -0.02 -0.02
0.02 0.09 0.02
0.06 0.23 0.03
0.06 0.08 0.03

ΔE to the lowest compared entry with this formula, charge and spin ... 0.0 kcal/mol
Total energy ... -657.1355 a.u.
HOMO ... -8.5 eV
HOMO-LUMO gap ... 0.3451 hartree
Molecular weight ... 145.3 g mol⁻¹
2S+1 ... 1

[8]
Computed, not measured: a molecular structure, C6H15NP at a distorted geometry, with ωB97M-V with the def2-TZVPD basis set.

Last column: natural (NBO) charge in e.
Positions of all 23 atoms, in Å:
C -1.74174 0.88983 0.34676  -0.35
C -0.64812 1.21529 1.23396  -0.24
C -0.55957 -0.13391 0.65329  -0.62
C -0.97864 1.37755 2.74195  -0.61
C 1.88378 0.51351 -1.22027  -0.93
C 1.17810 -2.28171 -0.50910  -0.96
N -0.99086 -0.40640 -2.51696  -0.83
P 0.48505 -0.63821 -0.78654  1.49
H -2.76534 0.68378 0.73747  0.24
H -1.82140 1.28648 -0.69779  0.25
H -0.04515 2.03082 0.73554  0.23
H -0.87271 -0.96016 1.48506  0.29
H -1.87207 0.86394 2.96047  0.22
H -0.81554 2.45629 2.99259  0.25
H -0.19472 0.90665 3.43572  0.22
H 2.06022 1.21986 -0.47277  0.27
H 1.83774 1.00568 -2.16028  0.28
H 2.72185 -0.23241 -1.29438  0.26
H 0.39126 -2.72619 0.13925  0.28
H 2.18690 -2.16611 -0.15822  0.28
H 1.15892 -2.83979 -1.39742  0.28
H -1.14118 -1.41222 -2.66411  0.36
H -0.24790 -0.20939 -3.16179  0.34

Force components x, y, z for each atom (eV/Å):
-1.56 -1.03 -1.35
0.93 3.13 0.69
-1.29 -2.55 0.56
3.93 0.47 -0.02
0.03 -3.06 -0.28
-2.03 0.80 0.66
2.57 -1.18 3.63
-2.76 2.06 -1.68
1.11 -0.19 -0.09
0.51 -0.38 1.13
-0.10 -1.03 1.09
1.08 1.65 -2.53
-1.42 0.15 0.40
-1.23 -0.84 -0.10
-0.80 0.30 -1.25
0.28 0.99 1.40
-0.54 0.32 -0.85
-0.44 0.98 0.18
1.13 -0.09 0.12
0.25 -0.22 0.67
0.19 -0.73 -1.39
-0.32 0.11 -0.05
0.49 0.36 -0.93

ΔE to the lowest compared entry with this formula, charge and spin ... 46.2 kcal/mol
Total energy ... -633.3627 a.u.
HOMO ... -14.1 eV
HOMO-LUMO gap ... 0.3525 hartree
Molecular weight ... 132.2 g mol⁻¹
2S+1 ... 1
Net charge ... +1